Computed, not measured: a cluster of 2 separate species, C3H8S in total at a distorted geometry, with ωB97M-V/def2-TZVPD.

Results
- HOMO level: -0.3349 hartree
- Energy relative to the best compared isomer or geometry (same formula, charge and spin): 2.6124 eV
- E_tot: -14073.3091 eV
- SMILES: C=C.CS
- Frontier orbital gap: 9.978 eV
- Strongest force on any atom: 0.12960 hartree/bohr

```
12
Properties=species:S:1:pos:R:3:nbo_charge:R:1
C -2.157 1.252 -0.084 -0.3786
C -2.058 1.850 1.266 -0.4095
H -2.288 0.212 -0.177 0.1979
H -1.623 1.768 -0.991 0.2001
H -2.297 1.303 2.180 0.1861
H -1.235 2.558 1.582 0.2018
C 2.103 -1.761 -0.223 -0.7199
S 1.076 -1.254 -1.676 -0.0613
H 3.160 -1.670 -0.471 0.2268
H 1.854 -2.814 -0.132 0.2198
H 1.689 -1.260 0.707 0.2236
H 1.775 -0.182 -1.981 0.1131
```

Computed, not measured: the ion C3H8S2 with charge -1 at a distorted geometry, with ωB97M-V/def2-TZVPD.

Results
- HOMO level (spin up / spin down): -0.0023 / -0.1377 hartree
- 2S+1: 2
- Energy relative to the best compared isomer or geometry (same formula, charge and spin): 1.1613 eV
- E_tot: -24910.4215 eV
- Frontier orbital gap (spin up / spin down): 3.919 / 7.567 eV
- Strongest force on any atom: 0.07009 hartree/bohr
- Total charge: -1

```
13
Properties=species:S:1:pos:R:3:lowdin_spin:R:1
C -0.662 -0.766 1.584 0.0091
C -0.404 -0.719 3.109 0.0015
C 0.226 0.291 0.893 0.0366
S 0.923 -0.255 -0.797 0.4266
S -0.459 0.861 -2.108 0.4816
H -0.402 -1.739 1.154 0.0061
H -1.755 -0.621 1.434 0.0003
H -0.279 -1.767 3.463 0.0004
H -1.051 -0.159 3.792 0.0000
H 0.623 -0.356 3.241 0.0009
H -0.474 1.087 0.573 0.0054
H 0.927 0.821 1.535 0.0064
H -1.335 -0.214 -2.242 0.0252
```

Computed, not measured: the molecule C3H8S2 at a distorted geometry, with ωB97M-V/def2-TZVPD.

Results
- HOMO level: -0.3016 hartree
- Energy relative to the best compared isomer or geometry (same formula, charge and spin): 1.0208 eV
- E_tot: -24910.3765 eV
- SMILES: CSCSC
- Frontier orbital gap: 9.106 eV
- Strongest force on any atom: 0.04691 hartree/bohr

```
13
Properties=species:S:1:pos:R:3:nbo_charge:R:1
C -2.093 0.454 -0.124 -0.7443
S -1.404 -1.181 -0.641 0.1552
C 0.065 -1.202 0.557 -0.6504
S 1.629 -1.179 -0.383 0.2221
C 2.059 0.550 -0.366 -0.7799
H -2.753 0.763 -0.936 0.2282
H -2.759 0.306 0.792 0.2174
H -1.262 1.223 0.038 0.2177
H 0.056 -2.194 1.025 0.2346
H -0.040 -0.462 1.340 0.2282
H 1.482 1.242 0.338 0.2249
H 3.101 0.760 -0.242 0.2288
H 1.919 0.920 -1.397 0.2175
```

Computed, not measured: a cluster of 2 separate species, C3H8S2 in total, with ωB97M-V/def2-TZVPD.

Results
- HOMO level: -0.3372 hartree
- Energy relative to the best compared isomer or geometry (same formula, charge and spin): 1.1851 eV
- E_tot: -24910.2122 eV
- SMILES: C=C.CSS
- Frontier orbital gap: 9.793 eV
- Strongest force on any atom: 0.01541 hartree/bohr

```
13
Properties=species:S:1:pos:R:3:nbo_charge:R:1
C 2.468 2.061 -0.932 -0.3770
C 1.420 1.527 -0.333 -0.3903
H 3.319 1.457 -1.215 0.1891
H 2.648 3.119 -1.082 0.1951
H 1.310 0.453 -0.179 0.1927
H 0.558 2.126 -0.057 0.1902
C -1.413 -0.622 0.400 -0.7568
S -2.814 -1.549 1.073 0.0975
S -1.964 -3.381 1.395 -0.1342
H -0.638 -0.482 1.157 0.2210
H -1.765 0.358 0.066 0.2299
H -1.003 -1.154 -0.464 0.2223
H -2.125 -3.912 0.171 0.1205
```

Computed, not measured: a cluster of 2 separate species, C3H8Se in total at a distorted geometry, with ωB97M-V/def2-TZVPD.

Results
- HOMO level: -0.3010 hartree
- Energy relative to the best compared isomer or geometry (same formula, charge and spin): 3.1190 eV
- E_tot: -68582.7916 eV
- Frontier orbital gap: 8.177 eV
- Strongest force on any atom: 0.09527 hartree/bohr

```
12
Properties=species:S:1:pos:R:3:nbo_charge:R:1
C -0.821 -1.927 0.705 -0.8669
C 0.058 1.547 -1.348 -0.7510
C 1.129 0.891 -0.455 -0.2301
Se 1.152 1.424 1.282 0.2137
H -1.047 -2.806 0.050 0.2179
H -1.436 -0.970 0.430 0.2026
H -1.227 -2.185 1.749 0.2184
H 0.206 1.228 -2.489 0.2252
H -0.869 1.311 -1.004 0.2225
H 0.290 2.622 -1.180 0.2270
H 0.213 -1.609 0.589 0.2254
H 2.352 0.473 1.671 0.0952
```

Computed, not measured: a structure of composition C3H9AlAsF12O4P2 at a distorted geometry, with ωB97M-V/def2-TZVPD.

Results
- HOMO level: -0.5699 hartree
- E_tot: -130065.2227 eV
- Frontier orbital gap: 3.180 eV
- Strongest force on any atom: 0.07681 hartree/bohr
- Total charge: +1

```
32
Properties=species:S:1:pos:R:3:nbo_charge:R:1
Al -5.858 0.173 2.344 1.7815
As -4.098 3.058 0.536 2.8308
F -3.078 4.375 0.892 -0.5734
F -5.575 3.836 0.906 -0.5978
F -5.082 1.544 0.327 -0.6441
F -2.758 1.973 0.182 -0.6245
F -3.971 2.512 2.213 -0.6283
F -4.320 3.475 -1.112 -0.5812
P -5.445 -3.238 3.770 2.5905
F -6.996 -2.824 3.638 -0.5701
F -5.769 -4.686 3.214 -0.5541
F -5.224 -2.653 2.240 -0.5512
F -3.860 -3.500 3.831 -0.5393
F -5.176 -1.694 4.319 -0.5556
F -5.567 -3.760 5.265 -0.5282
C -2.524 -4.477 -0.096 -0.2880
O -3.552 -3.537 0.145 -0.7486
P -3.347 -2.007 -0.126 2.6115
O -4.451 -1.189 0.401 -0.9349
O -1.893 -1.763 0.447 -0.7105
C -1.036 -0.702 -0.037 -0.2679
O -3.177 -1.980 -1.709 -0.6721
C -3.396 -0.741 -2.392 -0.2920
H -2.774 -5.272 -0.805 0.2244
H -2.302 -5.054 0.809 0.2325
H -1.542 -4.148 -0.440 0.2043
H -0.031 -1.118 -0.009 0.2328
H -1.145 0.172 0.608 0.2477
H -1.192 -0.398 -1.072 0.2030
H -2.605 -0.564 -3.131 0.2415
H -3.388 0.125 -1.728 0.2159
H -4.322 -0.733 -2.973 0.2453
```

Computed, not measured: a structure of composition C3H9BLuNO5P at a distorted geometry, with ωB97M-V/def2-TZVPD.

Results
- HOMO level: -0.8173 hartree
- Energy relative to the best compared isomer or geometry (same formula, charge and spin): 0.0000 eV
- E_tot: -58532.1055 eV
- Frontier orbital gap: 6.515 eV
- Strongest force on any atom: 0.07950 hartree/bohr
- Total charge: +3

```
21
Properties=species:S:1:pos:R:3:nbo_charge:R:1
C 2.853 -0.692 0.267 -0.3336
C 2.282 0.771 0.165 -0.8420
B 0.972 0.787 -0.687 1.1947
O 0.905 1.357 -1.873 -0.8287
O -0.174 0.161 -0.022 -0.9008
C -1.166 1.081 0.419 0.8613
O -0.977 1.997 1.067 -0.3660
N -2.420 0.641 -0.093 -0.4358
O -3.556 1.072 0.560 -0.4306
P -2.374 -1.042 -0.054 1.6872
O -2.334 -1.540 1.341 -0.9809
H 2.036 -1.612 0.085 -0.1529
H 3.189 -0.892 -0.747 0.3089
H 2.825 -0.930 1.333 0.3150
H 3.054 1.366 -0.283 0.3236
H 2.139 1.257 1.120 0.2964
H 0.645 0.812 -2.617 0.5372
H -3.419 1.068 1.527 0.5119
H -3.407 -1.656 -0.778 0.0786
H -1.105 -1.403 -0.724 -0.3493
Lu 0.032 -2.601 -0.008 2.5059
```

Computed, not measured: the ion C3H9BNO3 with charge +1 at a distorted geometry, with ωB97M-V/def2-TZVPD.

Results
- HOMO level: -0.5489 hartree
- Energy relative to the best compared isomer or geometry (same formula, charge and spin): 0.2591 eV
- E_tot: -11560.7696 eV
- SMILES: [NH3+][C@H](C=O)CB(O)O
- Frontier orbital gap: 11.459 eV
- Strongest force on any atom: 0.10196 hartree/bohr
- Total charge: +1

```
17
Properties=species:S:1:pos:R:3:nbo_charge:R:1
N 0.399 -1.432 -1.083 -0.7174
C 0.155 -1.219 0.377 -0.1439
C -1.373 -1.064 0.628 0.4045
O -2.102 -0.999 -0.307 -0.5107
C 0.838 0.249 0.852 -0.7211
B -0.053 1.301 0.108 1.0794
O -0.639 2.287 0.859 -0.8423
O 0.185 1.436 -1.245 -0.9080
H -0.558 -1.609 -1.637 0.4786
H 1.064 -2.113 -1.410 0.4511
H 0.795 -0.542 -1.436 0.4718
H 0.393 -1.944 1.048 0.2459
H -1.853 -0.865 1.622 0.1953
H 0.808 0.222 1.949 0.2672
H 1.799 0.300 0.529 0.2452
H -1.036 2.971 0.380 0.4980
H -0.553 1.746 -1.720 0.5065
```